11
Properties=species:S:1:pos:R:3:forces:R:3:nbo_charge:R:1 method="wB97M-V/def2-TZVPD" lumo_ev=0.55 gap_ev=9.87 relative_energy_ev=3.9164 largest_force_ha_per_bohr=0.0322
N 2.57354 0.96432 0.42114 -1.068 -0.363 0.169 -0.324
C 1.53046 0.49598 0.62835 0.943 0.312 -0.279 0.210
C 0.24660 -0.04474 0.97488 0.178 -1.417 -0.836 -0.398
C -0.38720 -1.01404 -0.37224 -0.521 0.617 -0.737 -0.389
C -0.88948 0.32540 0.06797 -0.576 -0.457 -0.146 0.086
O -0.79200 1.37191 -0.83221 0.527 0.365 0.064 -0.683
H 0.29998 -1.23205 0.88822 0.091 0.614 1.303 0.329
H -1.03520 -1.88007 -0.18409 0.582 0.284 0.319 0.241
H 0.21660 -1.05211 -1.27133 -0.006 0.129 0.126 0.246
H -1.87482 0.33951 0.52058 0.023 -0.011 0.042 0.196
H 0.11151 1.72588 -0.84127 -0.174 -0.075 -0.024 0.486